# 1
86
Properties=species:S:1:pos:R:3 method="wB97M-V/def2-TZVPD" e_homo_ha="-0.38743 / -0.41988" fmax_ev_per_a=3.69 charge=+1 energy_ev=-58505.331 lumo_ev="-4.016 / -4.963" homo_lumo_gap_ev="6.53 / 6.46" multiplicity=3
C -0.56 4.72 0.95
H 2.77 0.29 5.73
H 0.46 6.81 -2.25
C 3.53 2.72 3.48
H -2.74 0.92 -4.27
H -3.80 -4.28 -2.03
C -5.21 -2.34 -0.82
H 2.12 3.13 5.81
H 3.04 -4.32 0.41
C 1.05 1.17 2.26
C 0.40 0.22 1.39
H -6.02 -2.85 -0.29
H -3.26 -1.37 -4.92
H 0.26 -0.91 -5.73
C 2.58 -3.58 3.17
H 3.91 3.53 4.18
H -0.12 6.63 -3.85
H -1.52 0.99 -5.51
C 2.01 -1.41 2.04
C -1.17 -0.19 -0.37
C -2.04 -1.13 0.07
H 2.82 -4.63 3.02
H 0.99 3.32 4.45
C 2.00 0.80 3.20
H 0.86 1.90 5.50
H 3.01 3.31 2.67
H -2.22 -1.29 1.13
C -1.71 0.77 -4.51
H 0.40 -2.09 -4.24
H 4.47 2.33 3.03
C 1.54 2.58 5.00
C 2.29 -3.56 0.69
C -2.19 -1.60 -4.98
C 2.49 -0.47 2.98
H -2.48 -4.46 -0.91
H -5.33 -2.40 -1.90
N -1.19 5.47 -2.42
H -2.13 -2.66 -4.76
H 1.38 -4.12 0.85
C -2.55 -1.73 -2.22
H 2.01 -2.88 -0.19
H -1.90 -1.45 -6.05
O 0.57 2.41 2.18
C 0.94 -1.09 1.30
H 4.26 0.38 4.72
H 0.98 4.40 -4.10
H 4.74 -3.52 1.71
H -4.05 -5.00 -0.37
C -1.57 -0.82 -2.69
H -3.20 -2.18 -2.93
C -3.83 -2.80 -0.33
H -1.94 5.99 -2.06
S -2.08 3.31 -1.08
C 2.73 -2.77 1.89
C 0.17 -0.97 -4.60
H -1.27 1.51 -3.92
C -1.29 -0.65 -4.16
O 0.00 0.90 -2.02
H 1.56 -3.56 3.53
N 0.25 3.87 -2.33
H 3.22 -3.13 3.92
H 0.53 -1.85 0.66
H -2.68 -3.23 1.52
N -0.54 0.67 0.61
C -2.79 -1.88 -0.84
H -4.34 -3.79 1.52
C -3.75 -2.97 1.19
C 0.97 4.82 -3.13
H -3.97 -2.12 1.83
H 0.48 2.83 -2.21
C 4.26 -2.49 1.69
C 0.09 6.07 -2.95
H 4.38 -2.05 0.71
Au -0.68 2.72 0.66
H 3.30 -0.64 3.68
H 3.91 1.55 5.98
H -5.28 -1.28 -0.62
H 2.02 5.03 -2.83
C -0.86 0.01 -1.77
C -0.97 4.23 -2.04
C -3.59 -4.22 -0.94
C 2.60 1.75 4.20
H 4.73 -1.90 2.50
H 0.89 -0.32 -4.09
C 3.46 0.98 5.19
N -0.55 5.88 1.04

# 2
86
Properties=species:S:1:pos:R:3 method="wB97M-V/def2-TZVPD" e_homo_ha=-0.45869 fmax_ev_per_a=2.54 charge=+2 energy_ev=-142404.812 relative_energy_kcal_mol=0.0 lumo_ev=-6.576 homo_lumo_gap_ev=5.91 multiplicity=1
H -3.46 4.84 -0.83
N 0.67 -1.77 2.81
H -1.47 3.86 0.98
P -1.96 1.82 0.03
H 4.12 3.14 1.25
C -1.35 -1.38 -2.31
C -0.92 -3.58 3.48
H -3.02 0.26 1.54
C -0.10 -1.50 -1.61
C 2.39 -3.85 -3.09
H 0.29 4.37 -1.44
C 3.10 1.70 -1.29
H 0.81 -2.03 0.32
H 3.87 2.46 -1.46
H 3.54 -4.46 -6.25
H -3.62 2.58 2.83
H -2.39 -4.88 4.38
H 4.10 -0.21 -0.96
H -4.97 1.88 1.37
C -4.79 1.06 0.67
H -5.23 1.38 -0.28
H 2.44 -2.66 -4.95
C 3.42 3.95 0.95
H 3.75 4.38 -0.02
H 1.72 2.80 1.75
H 0.10 2.51 -3.28
N 3.55 -5.83 -4.67
C -0.18 -2.96 6.14
H -1.76 -4.34 6.73
S 1.60 -1.04 5.12
H -2.89 2.07 -2.16
C -1.59 -4.17 4.55
H -3.26 -0.28 -0.06
C -1.22 -3.88 5.89
H 0.12 -2.70 7.16
H 3.50 4.75 1.71
H 1.69 0.46 1.83
C 3.26 -6.09 -3.40
H 4.32 0.93 0.38
H -1.03 2.70 2.30
P 1.57 2.51 -0.65
H 2.45 -5.39 -1.52
H -3.73 4.07 1.84
C 0.08 -2.62 3.72
C 3.28 -4.64 -5.20
C 2.68 -3.60 -4.46
C 1.15 3.82 -1.87
H -5.30 0.15 1.03
H 2.77 0.09 0.18
H -1.68 3.40 -1.94
Cd 0.14 0.56 -0.92
C -3.66 3.92 -1.41
C 2.69 -5.13 -2.56
C -1.82 2.96 1.53
C 0.87 3.28 -3.26
H 1.99 4.53 -1.90
H 1.77 2.83 -3.71
H -3.37 -2.06 -2.40
C 1.40 -0.84 3.39
C -3.31 0.66 0.55
C -2.54 2.87 -1.46
Br -4.15 -3.06 0.22
H 3.49 -7.10 -3.02
H -1.19 -3.85 2.47
C 0.45 -2.35 5.06
H 2.86 1.29 -2.29
H 0.52 4.08 -3.91
H 1.22 -1.09 -3.34
C 1.96 3.43 0.87
N 1.94 0.22 2.78
H 1.47 -3.42 -1.19
H -2.57 3.97 3.18
H -1.45 -2.51 1.39
H -3.75 4.21 -2.46
C 3.60 0.58 -0.37
C -3.04 3.40 2.37
C -0.15 -1.89 -0.21
C 1.73 -2.93 -2.16
C -2.47 -1.98 -1.78
H 1.27 4.29 0.93
C -1.36 -2.34 0.32
C 1.16 -1.69 -2.40
H -4.66 3.57 -1.11
H 2.43 0.91 3.37
H -1.31 -0.88 -3.30
C -2.52 -2.50 -0.48

# 3
87
Properties=species:S:1:pos:R:3 method="wB97M-V/def2-TZVPD" e_homo_ha="-0.44294 / -0.49533" fmax_ev_per_a=8.59 charge=+2 energy_ev=-103683.921 relative_energy_kcal_mol=44.4 lumo_ev="-4.993 / -8.350" homo_lumo_gap_ev="7.06 / 5.13" multiplicity=5
C -5.63 -2.47 -2.08
H 0.71 0.71 4.66
H -1.00 0.49 5.16
H 6.11 -1.98 0.71
H -0.26 4.46 2.26
C 2.81 4.07 -0.05
H 0.88 0.01 -6.73
C -2.86 -3.05 -1.82
C 0.33 -0.12 -5.80
P -0.30 -1.13 3.51
H 0.65 5.74 1.43
C -3.44 3.59 -0.23
H -0.59 1.26 3.59
H -0.24 4.53 0.47
H 0.16 -1.67 0.36
C -4.73 -1.44 -1.87
C -1.79 -0.30 -4.70
H -3.44 0.24 0.46
H -2.13 -2.25 2.41
H -1.63 -0.03 -6.80
H -0.72 2.08 0.41
H -0.76 -2.20 5.63
C 0.64 -0.80 0.83
H -2.64 4.48 -2.04
H 5.27 -0.48 0.21
H -4.11 2.44 1.45
C 3.61 -3.81 1.06
C -2.03 -1.34 3.01
H 3.68 -3.61 -2.08
P 3.83 -2.38 -0.02
H 3.04 5.14 -0.06
C -1.07 -0.13 -5.87
H 2.27 3.82 -0.97
H -1.81 -3.27 -1.64
C 4.47 -3.04 -1.58
H -2.90 -0.30 -4.70
H 2.77 1.17 2.62
H 2.07 -0.27 -4.57
Cl 0.40 -3.36 1.92
O 2.57 -1.56 -0.23
H 3.64 -3.45 2.10
H -6.68 -2.21 -2.20
C 0.01 -2.29 4.87
H -5.05 -0.40 -1.83
H -3.76 4.55 0.19
P -2.86 -0.20 -2.69
H -1.90 2.33 -2.99
C -3.81 -4.07 -1.97
H 3.60 3.22 2.92
C 0.27 1.62 0.17
C -2.43 2.35 -2.03
H 4.77 -2.21 -2.24
Pd 1.65 -1.23 2.27
C -0.30 0.49 4.31
Cl 3.45 -1.43 4.03
C 0.25 -0.39 -3.36
C 0.36 4.68 1.38
H 2.14 3.78 3.74
H -5.90 -4.58 -2.31
H -2.66 -1.42 3.91
H 4.40 -4.55 0.88
C -3.31 1.16 -0.12
C 0.02 0.20 0.20
C -3.33 -1.72 -1.90
C 0.98 -0.27 -4.57
H 0.03 -3.29 4.43
C 1.94 0.85 2.00
H 2.62 -4.24 0.87
C 1.31 1.82 1.31
H -2.38 -0.48 2.42
C -2.81 1.12 -1.45
C -3.66 2.39 0.46
H 3.15 4.92 2.87
P 1.80 3.57 1.36
H 0.80 -0.55 -2.43
C -2.82 3.56 -1.48
C 5.16 -1.43 0.75
C -1.17 -0.39 -3.44
H 0.43 1.44 -1.88
H 5.33 -3.70 -1.43
H 1.01 -2.07 5.26
H 4.89 -1.24 1.80
C -5.17 -3.79 -2.13
H 3.76 3.52 -0.04
C 2.75 3.90 2.85
O 0.79 2.01 -1.16
H -3.50 -5.12 -1.99